Here is a cluster of 2 separate species, C2H7NO in total in a non-equilibrium geometry from the OMol25 dataset. Energies are from wB97M-V/def2-TZVPD.

Each line ends with the Löwdin charge.
Geometry (Å):
C (-2.09, -0.15, -1.20)  -0.06
C (-2.25, 0.63, -0.16)  -0.36
N (-1.63, 1.84, 0.15)  0.01
H (-2.54, -1.18, -1.22)  0.06
H (-1.43, 0.01, -2.10)  0.07
H (-3.08, 0.31, 0.39)  0.08
H (-1.09, 2.02, -0.75)  0.11
H (-1.11, 2.02, 1.01)  0.09
H (5.03, -1.32, 1.96)  0.03
H (4.97, -2.55, 0.86)  0.05
O (5.21, -1.62, 1.06)  -0.08

Properties
SMILES string: C=CN.O
energy above the lowest of the compared OMol25 structures with the same formula, charge and spin: 161.30 kJ/mol
charge: 0
spin multiplicity: 1
HOMO energy: -8.61 eV


Here is a structure of composition C18H42N3O2P2Yb in a non-equilibrium geometry from the OMol25 dataset. Energies are from wB97M-V/def2-TZVPD.

Each line ends with the Löwdin charge.
Geometry (Å):
Yb (0.06, -0.20, -0.48)  1.10
P (0.34, 1.97, -1.54)  0.90
P (-0.20, -2.43, 0.46)  0.91
N (-1.19, -0.69, -1.88)  -0.35
C (-0.75, 1.48, -2.94)  -0.27
H (-1.22, 2.38, -3.35)  0.09
H (-0.11, 1.02, -3.71)  0.10
C (-1.83, 0.44, -2.50)  -0.31
H (-2.56, 0.93, -1.84)  0.12
H (-2.36, 0.07, -3.37)  0.12
C (-2.10, -1.73, -1.51)  -0.31
H (-2.63, -2.04, -2.41)  0.12
H (-2.85, -1.40, -0.77)  0.11
C (-1.30, -2.93, -0.92)  -0.27
H (-0.66, -3.35, -1.71)  0.10
H (-1.97, -3.72, -0.57)  0.09
C (-1.21, -2.47, 1.97)  -0.52
C (-0.61, -1.71, 3.17)  -0.09
H (-1.34, -1.66, 3.98)  0.11
H (-0.37, -0.67, 2.92)  0.02
H (0.31, -2.16, 3.54)  0.08
C (1.27, -3.43, 0.42)  -0.56
C (2.21, -3.14, 1.61)  -0.09
H (3.17, -3.66, 1.44)  0.10
H (1.78, -3.52, 2.54)  0.08
H (2.43, -2.07, 1.72)  0.05
C (1.98, 2.26, -2.18)  -0.56
C (2.95, 2.78, -1.10)  -0.08
H (3.97, 2.80, -1.51)  0.10
H (2.95, 2.15, -0.20)  0.05
H (2.70, 3.81, -0.80)  0.08
C (-0.49, 3.32, -0.67)  -0.52
C (0.05, 3.59, 0.75)  -0.09
H (-0.59, 4.34, 1.24)  0.10
H (1.07, 3.98, 0.73)  0.08
H (0.04, 2.70, 1.37)  0.01
C (1.51, 0.31, 1.03)  -0.08
C (0.95, -4.92, 0.27)  -0.09
H (0.51, -5.33, 1.18)  0.08
H (0.29, -5.12, -0.57)  0.07
H (1.89, -5.47, 0.09)  0.10
C (1.96, 3.17, -3.42)  -0.09
H (2.97, 3.19, -3.86)  0.10
H (1.27, 2.80, -4.19)  0.07
H (1.69, 4.20, -3.17)  0.07
C (-0.48, 4.58, -1.52)  -0.10
H (-1.17, 5.33, -1.07)  0.10
H (0.51, 5.05, -1.56)  0.08
H (-0.83, 4.41, -2.55)  0.08
C (-1.54, -3.90, 2.35)  -0.10
H (-0.67, -4.43, 2.77)  0.08
H (-2.32, -3.90, 3.14)  0.10
H (-1.93, -4.49, 1.51)  0.08
H (-2.15, -1.95, 1.68)  0.11
H (-1.53, 2.96, -0.57)  0.12
H (1.79, -3.10, -0.51)  0.10
H (2.34, 1.26, -2.50)  0.08
O (2.19, 0.66, 1.98)  0.10
H (1.89, -1.11, -2.65)  0.08
H (2.33, -1.11, -2.06)  0.06
N (-0.60, 1.63, 3.41)  0.24
C (-1.35, 1.09, 2.42)  -0.62
N (-2.67, 0.97, 2.49)  0.26
O (-0.81, 0.64, 1.38)  -0.23
H (-1.07, 1.99, 4.22)  0.13
H (0.41, 1.69, 3.36)  0.12
H (-3.18, 0.54, 1.74)  0.14
H (-3.14, 1.32, 3.29)  0.13

Properties
expectation value of S²: 0.75
charge: +2
spin multiplicity: 2
HOMO energy (alpha / beta): -14.28 / -14.28 eV


Here is a structure of composition C13H26CuNO4P2 in a non-equilibrium geometry from the OMol25 dataset. Energies are from wB97M-V/def2-TZVPD.

Each line ends with the Löwdin charge.
Geometry (Å):
Cu (-0.02, -0.23, 0.64)  0.30
P (2.09, -0.83, 0.74)  0.88
C (2.47, -1.32, -0.98)  -0.26
C (1.17, -1.61, -1.68)  -0.29
N (0.02, -1.14, -1.15)  0.02
C (-1.15, -1.31, -1.79)  -0.29
C (-1.23, -2.09, -2.94)  0.00
C (-0.06, -2.64, -3.46)  -0.01
C (1.15, -2.39, -2.84)  0.00
C (-2.39, -0.69, -1.20)  -0.25
P (-1.87, 0.75, -0.15)  0.90
H (2.08, -2.83, -3.18)  0.13
H (-2.20, -2.25, -3.41)  0.13
H (-0.10, -3.26, -4.35)  0.12
H (-3.09, -0.38, -1.98)  0.11
H (-2.90, -1.40, -0.53)  0.12
H (3.01, -0.47, -1.46)  0.12
H (3.14, -2.18, -1.01)  0.11
H (1.83, 4.05, -1.82)  0.03
O (2.52, 3.59, -2.34)  -0.08
H (2.48, 4.07, -3.19)  0.04
H (-1.29, 4.94, 0.34)  0.03
O (-0.99, 5.61, -0.30)  -0.08
H (-1.42, 6.42, 0.04)  0.05
C (-2.12, 2.10, -1.37)  -0.22
H (-3.12, 2.03, -1.81)  0.06
H (-2.02, 3.07, -0.85)  0.03
H (-1.36, 2.02, -2.16)  0.06
C (-3.38, 0.90, 0.86)  -0.23
H (-3.28, 1.83, 1.44)  0.06
H (-4.29, 0.95, 0.23)  0.06
H (-3.45, 0.03, 1.53)  0.05
C (2.19, -2.47, 1.58)  -0.21
H (3.13, -2.98, 1.32)  0.06
H (2.16, -2.27, 2.66)  0.06
H (1.33, -3.09, 1.28)  0.06
C (3.69, -0.12, 1.25)  -0.22
H (3.61, 0.08, 2.33)  0.06
H (4.52, -0.83, 1.06)  0.07
H (3.87, 0.80, 0.68)  0.06
C (-0.89, -0.86, 4.58)  0.00
C (-0.36, -0.30, 3.28)  -0.67
O (0.48, 0.62, 3.22)  -0.01
O (-0.86, -0.89, 2.23)  -0.19
H (-0.53, -0.33, 5.47)  0.08
H (-0.59, -1.91, 4.66)  0.09
H (-1.99, -0.80, 4.57)  0.08

Properties
expectation value of S²: 0.76
energy above the lowest of the compared OMol25 structures with the same formula, charge and spin: 0.00 kJ/mol
charge: +1
spin multiplicity: 2
HOMO energy (alpha / beta): -11.87 / -12.09 eV


Here is a cluster of 2 separate species, C9H14FNO2 in total in a non-equilibrium geometry from the OMol25 dataset. Energies are from wB97M-V/def2-TZVPD.

Each line ends with the Löwdin charge.
Geometry (Å):
C (3.62, 1.49, -0.71)  0.02
C (4.02, 0.31, -1.53)  0.05
C (3.01, 1.10, 0.42)  -0.33
C (3.68, -0.78, -0.81)  -0.29
C (-2.78, -0.45, 0.81)  -0.09
C (-1.53, 1.81, 0.22)  -0.08
C (-0.60, -0.59, -0.29)  -0.12
C (2.29, -0.91, 1.25)  -0.02
C (-1.43, 0.30, 0.66)  -0.45
N (3.02, -0.34, 0.41)  0.02
O (2.30, 1.83, 1.30)  0.07
O (4.08, -2.07, -0.90)  0.07
F (2.41, -2.31, 1.23)  -0.04
H (3.78, 2.50, -0.79)  0.09
H (4.41, 0.20, -2.49)  0.09
H (-3.07, -0.69, 1.85)  0.08
H (-2.75, -1.39, 0.28)  0.06
H (-3.46, 0.13, 0.19)  0.07
H (-2.23, 1.94, -0.61)  0.07
H (-0.55, 2.17, -0.31)  0.11
H (-1.81, 2.47, 0.93)  0.02
H (-0.33, -1.58, 0.11)  0.08
H (0.26, 0.01, -0.54)  0.05
H (-1.13, -0.84, -1.19)  0.07
H (-0.93, 0.36, 1.76)  0.16
H (1.88, 1.29, 2.00)  0.10
H (3.42, -2.69, -0.42)  0.15

Properties
energy above the lowest of the compared OMol25 structures with the same formula, charge and spin: 209.63 kJ/mol
charge: 0
spin multiplicity: 1
HOMO energy: -8.38 eV


Here is a structure of composition C7H15INO in a non-equilibrium geometry from the OMol25 dataset. Energies are from wB97M-V/def2-TZVPD.

Each line ends with the Löwdin charge.
Geometry (Å):
C (0.60, -0.73, 1.16)  -0.18
C (0.43, 0.09, -1.19)  -0.05
C (1.13, -1.00, -0.35)  -0.26
C (-0.02, 0.62, 1.00)  -0.68
C (0.58, -2.39, -0.88)  -0.04
C (0.11, 2.53, -0.60)  -0.05
C (-1.90, 0.29, 0.85)  -0.13
N (0.58, 1.26, -0.22)  -0.17
O (-2.24, -0.78, 0.06)  -0.03
I (0.36, 1.97, 2.71)  0.94
H (-0.12, -1.46, 1.53)  0.11
H (1.37, -0.82, 1.99)  0.12
H (0.91, 0.16, -2.15)  0.15
H (-0.57, -0.31, -1.19)  0.11
H (2.25, -0.97, -0.42)  0.16
H (-0.39, -2.32, -1.16)  0.03
H (0.67, -3.12, -0.05)  0.10
H (1.08, -2.74, -1.79)  0.09
H (-0.78, 2.84, -0.11)  0.09
H (0.92, 3.20, -0.44)  0.10
H (-0.07, 2.61, -1.64)  0.10
H (-2.33, 1.10, 0.30)  0.11
H (-2.17, 0.25, 1.82)  0.07
H (1.59, 1.26, 0.09)  0.19
H (-2.00, -1.52, 0.68)  0.13

Properties
energy above the lowest of the compared OMol25 structures with the same formula, charge and spin: 189.60 kJ/mol
charge: +1
spin multiplicity: 1
HOMO energy: -13.38 eV


Which calculated total energy belongs to each record? In order, -5723.570, -78003.730, -86796.137, -17858.334, -19131.488 eV.